Molecular formula: C20H16FN3O4S2
Method: DFT, the ωB97M-V functional and the def2-TZVPD basis

Last column: natural (NBO) charge in e.
Geometry (Å):
C (-6.272, -2.376, 1.589)  -0.6104
H (-7.143, -2.979, 1.835)  0.2113
C (-6.691, -1.121, 0.835)  -0.4091
C (-5.500, -0.256, 0.459)  -0.5000
H (-5.798, 0.583, -0.170)  0.2231
H (-4.722, -0.827, -0.043)  0.2455
S (-4.721, 0.460, 1.959)  0.2766
C (-3.108, 0.656, 1.393)  -0.1616
N (-2.693, 0.328, 0.214)  -0.3093
N (-1.404, 0.574, 0.018)  -0.2971
C (-0.821, 1.092, 1.044)  0.2112
N (0.495, 1.436, 1.091)  -0.4266
C (1.083, 2.007, 2.180)  0.6231
O (0.536, 2.310, 3.221)  -0.5929
C (2.509, 2.193, 1.828)  0.3214
C (2.727, 1.739, 0.566)  -0.1825
C (4.039, 1.698, -0.090)  0.4947
O (5.068, 1.928, 0.519)  -0.5133
C (4.092, 1.357, -1.515)  0.1435
C (5.212, 1.063, -2.260)  -0.2114
C (4.765, 0.827, -3.574)  -0.3176
C (3.412, 1.001, -3.542)  0.1237
O (2.998, 1.319, -2.312)  -0.4002
H (2.666, 0.932, -4.309)  0.2070
H (5.362, 0.569, -4.424)  0.2348
H (6.215, 1.025, -1.889)  0.2450
C (1.434, 1.193, 0.005)  -0.0501
C (1.483, -0.278, -0.335)  -0.1422
C (1.028, -0.749, -1.559)  -0.1412
C (1.073, -2.098, -1.862)  -0.2298
C (1.566, -3.005, -0.939)  -0.1821
C (2.002, -2.563, 0.297)  -0.2989
C (1.951, -1.212, 0.582)  0.4667
F (2.356, -0.801, 1.803)  -0.3364
H (2.377, -3.245, 1.044)  0.2312
H (1.602, -4.057, -1.174)  0.2186
H (0.716, -2.443, -2.820)  0.2171
H (0.628, -0.046, -2.272)  0.2204
H (1.104, 1.747, -0.882)  0.2475
O (3.338, 2.751, 2.691)  -0.6015
H (2.851, 2.944, 3.511)  0.5042
S (-1.863, 1.347, 2.434)  0.4159
H (-7.208, -1.400, -0.087)  0.2128
H (-7.385, -0.539, 1.445)  0.2012
H (-5.596, -2.976, 0.984)  0.2043
H (-5.765, -2.110, 2.513)  0.2135

Computed properties:
SMILES ... CCCSc1nnc(N2C(=O)C(O)=C(C(=O)c3ccco3)[C@H]2c2ccccc2F)s1
Calculated total energy ... -58046.98511 eV
Multiplicity ... 1

=====

Molecular formula: C20H16N2O3
Method: DFT, the ωB97M-V functional and the def2-TZVPD basis

Last column: natural (NBO) charge in e.
Geometry (Å):
C (-1.407, -1.323, 2.610)  -0.2787
C (-0.083, -1.686, 2.629)  -0.1697
C (0.871, -0.661, 2.637)  0.0132
N (2.270, -0.920, 2.638)  0.4939
O (3.061, 0.062, 2.638)  -0.4203
O (2.740, -2.069, 2.638)  -0.3884
C (0.523, 0.683, 2.635)  -0.1461
C (-0.813, 1.044, 2.614)  -0.3249
C (-1.813, 0.057, 2.593)  0.3839
O (-3.115, 0.276, 2.557)  -0.5588
H (-2.226, -2.047, 2.598)  0.2279
H (0.219, -2.740, 2.633)  0.2474
H (1.311, 1.428, 2.645)  0.2534
H (-1.062, 2.103, 2.614)  0.2165
C (-2.298, 5.675, 2.294)  -0.4059
N (-2.900, 4.347, 2.402)  -0.3812
C (-3.193, 3.696, 1.227)  0.1694
C (-2.962, 4.323, -0.006)  -0.2588
C (-3.324, 3.728, -1.208)  -0.1693
C (-3.964, 2.484, -1.179)  -0.2469
C (-4.194, 1.853, 0.024)  -0.1647
C (-3.780, 2.405, 1.223)  -0.0616
C (-3.980, 1.704, 2.516)  0.0835
C (-3.762, 2.508, 3.741)  -0.0693
C (-3.183, 3.799, 3.633)  0.1758
C (-2.953, 4.513, 4.823)  -0.2509
C (-3.295, 4.013, 6.069)  -0.1689
C (-3.928, 2.770, 6.141)  -0.2487
C (-4.166, 2.053, 4.984)  -0.1618
H (-2.050, 6.073, 3.268)  0.2170
H (-1.361, 5.590, 1.740)  0.2086
H (-2.955, 6.399, 1.806)  0.2078
H (-2.487, 5.319, -0.009)  0.2186
H (-3.138, 4.259, -2.127)  0.2208
H (-4.273, 2.032, -2.128)  0.2209
H (-4.734, 0.872, 0.045)  0.2242
H (-4.929, 1.160, 2.543)  0.2193
H (-2.482, 5.511, 4.785)  0.2065
H (-3.094, 4.621, 6.940)  0.2212
H (-4.222, 2.392, 7.125)  0.2211
H (-4.705, 1.075, 5.048)  0.2239

Computed properties:
Energy relative to the best compared isomer or geometry (same formula, charge and spin) ... 334.3 kJ/mol
SMILES ... CN1c2ccccc2C(Oc2ccc([N+](=O)[O-])cc2)c2ccccc21
Multiplicity ... 1

=====

Molecular formula: C20H16N2O4
Method: DFT, the ωB97M-V functional and the def2-TZVPD basis

Last column: natural (NBO) charge in e.
Geometry (Å):
C (3.939, 2.055, -2.870)  -0.6347
C (2.961, 1.184, -2.159)  0.0323
C (1.775, 0.818, -2.794)  -0.2109
C (0.836, 0.016, -2.181)  -0.1190
C (1.030, -0.439, -0.877)  -0.1531
C (2.202, -0.097, -0.228)  -0.1692
C (3.156, 0.698, -0.860)  0.0571
N (4.343, 0.989, -0.094)  0.5188
O (4.286, 0.799, 1.105)  -0.3893
O (5.327, 1.398, -0.670)  -0.3721
H (2.439, -0.455, 0.763)  0.2367
C (-0.048, -1.286, -0.275)  0.6767
O (-0.774, -1.978, -0.952)  -0.5888
N (-0.156, -1.170, 1.077)  -0.6199
C (-1.169, -1.776, 1.852)  0.0519
C (-0.800, -2.498, 2.982)  -0.1987
C (-1.743, -3.135, 3.763)  -0.2236
C (-3.082, -3.063, 3.412)  -0.1981
C (-3.466, -2.324, 2.313)  -0.2571
C (-2.528, -1.651, 1.532)  0.3579
O (-3.021, -0.955, 0.467)  -0.5022
C (-2.468, 0.230, 0.073)  0.3766
C (-2.602, 0.571, -1.270)  -0.2752
C (-2.085, 1.765, -1.733)  -0.2028
C (-1.434, 2.629, -0.867)  -0.2415
C (-1.328, 2.303, 0.473)  -0.1914
C (-1.847, 1.113, 0.950)  -0.3068
H (-1.782, 0.871, 2.002)  0.2237
H (-0.841, 2.981, 1.159)  0.2147
H (-1.022, 3.557, -1.234)  0.2146
H (-2.186, 2.021, -2.777)  0.2153
H (-3.098, -0.124, -1.929)  0.2328
H (-4.505, -2.236, 2.035)  0.2283
H (-3.827, -3.571, 4.004)  0.2183
H (-1.434, -3.694, 4.632)  0.2180
H (0.250, -2.565, 3.232)  0.2147
H (0.577, -0.699, 1.587)  0.4082
H (-0.068, -0.273, -2.694)  0.2444
H (1.596, 1.172, -3.798)  0.2187
H (3.502, 2.443, -3.787)  0.2119
H (4.258, 2.887, -2.244)  0.2379
H (4.837, 1.490, -3.117)  0.2446

Computed properties:
Energy relative to the best compared isomer or geometry (same formula, charge and spin) ... 379.7 kJ/mol
SMILES ... Cc1ccc(C(=O)Nc2ccccc2Oc2ccccc2)cc1[N+](=O)[O-]
Multiplicity ... 1

=====

Molecular formula: C20H17AsCoIN2O2SSe
Method: DFT, the ωB97M-V functional and the def2-TZVPD basis

Last column: natural (NBO) charge in e.
Geometry (Å):
Co (-0.427, -2.239, 1.018)  1.2359
I (3.016, 3.346, 3.454)  0.1256
C (3.147, 1.514, 2.458)  -0.1530
C (3.806, 1.317, 1.218)  -0.2618
C (3.572, 0.101, 0.568)  -0.1486
C (2.702, -0.821, 1.061)  -0.1693
C (2.200, -0.710, 2.354)  -0.1617
C (2.401, 0.444, 3.077)  -0.2510
C (2.327, -1.935, 0.151)  0.7719
O (3.055, -2.121, -0.838)  -0.6828
O (1.302, -2.711, 0.395)  -0.8542
H (4.302, 2.114, 0.665)  0.2232
H (3.955, -0.056, -0.423)  0.2415
H (1.605, -1.500, 2.824)  0.2419
H (1.913, 0.534, 4.036)  0.2254
C (-0.434, -2.834, -2.584)  -0.9274
As (-2.203, -2.290, -1.876)  1.3872
C (-3.391, -3.774, -2.471)  -0.9379
C (-2.709, -0.528, -2.503)  -0.9605
S (-2.434, -2.118, 0.393)  -0.4353
H (0.292, -2.832, -1.771)  0.3028
H (-0.193, -2.099, -3.367)  0.2366
H (-0.552, -3.847, -2.985)  0.2351
H (-4.082, -3.400, -3.229)  0.2294
H (-3.991, -4.142, -1.607)  0.2700
H (-2.767, -4.589, -2.890)  0.2390
H (-3.795, -0.533, -2.561)  0.2424
H (-2.260, -0.386, -3.505)  0.2319
H (-2.324, 0.234, -1.791)  0.2918
Se (-1.646, -5.041, 4.855)  -0.2895
C (-0.964, -4.134, 3.526)  0.1318
N (-0.468, -3.447, 2.687)  -0.7274
N (0.770, 7.251, -0.215)  -0.3658
C (0.376, 6.155, -0.185)  0.2971
C (-0.078, 4.821, -0.217)  -0.2741
C (-0.829, 4.416, 0.882)  -0.0899
C (-1.166, 3.086, 1.047)  -0.2422
C (-0.691, 2.098, 0.119)  -0.0571
C (-0.007, 2.544, -1.035)  -0.2275
C (0.300, 3.875, -1.210)  -0.1363
C (-0.805, 0.737, 0.360)  -0.2125
C (-0.981, -0.492, 0.542)  -0.4679
H (-1.217, 5.213, 1.579)  0.2162
H (-1.793, 2.747, 1.873)  0.2243
H (0.354, 1.840, -1.778)  0.2173
H (0.812, 4.193, -2.098)  0.2154

Computed properties:
Net charge ... -1
Expectation value of S² ... 3.7718
Calculated total energy ... -210837.11870 eV
Multiplicity ... 4